{"formula": "C38H84B2FN4O9", "method": "the ωB97M-V functional and the def2-TZVPD basis", "relative_energy_kj_mol": 55.90, "energy_ev": -69222.48336, "gap_ev": 5.8, "homo_ev": -4.042, "charge": -1, "lumo_energy_ev": 1.744, "elements": ["C", "C", "C", "B", "C", "C", "C", "C", "C", "C", "C", "C", "B", "C", "O", "C", "C", "F", "H", "H", "H", "H", "H", "H", "H", "H", "H", "H", "H", "H", "H", "H", "H", "H", "H", "H", "H", "H", "H", "H", "H", "H", "C", "O", "C", "C", "N", "C", "C", "O", "C", "H", "H", "H", "H", "H", "H", "H", "H", "H", "H", "H", "H", "H", "H", "H", "C", "O", "C", "C", "N", "C", "C", "O", "C", "H", "H", "H", "H", "H", "H", "H", "H", "H", "H", "H", "H", "H", "H", "H", "C", "O", "C", "C", "N", "C", "C", "O", "C", "H", "H", "H", "H", "H", "H", "H", "H", "H", "H", "H", "H", "H", "H", "H", "C", "O", "C", "C", "N", "C", "C", "O", "C", "H", "H", "H", "H", "H", "H", "H", "H", "H", "H", "H", "H", "H", "H", "H"], "coordinates": [[-0.81043, 3.40882, -4.98857], [-2.11248, 2.56392, -5.11126], [-3.39282, 3.37805, -4.81554], [-3.97867, 3.32443, -3.24299], [-3.02739, 2.55335, -2.13322], [-1.74076, 3.31548, -1.69567], [-0.50705, 2.45344, -1.44328], [-0.55133, 1.13505, -1.02240], [0.61419, 0.44180, -0.80684], [1.85011, 1.01390, -0.98798], [1.90535, 2.33703, -1.38144], [0.74413, 3.02979, -1.61015], [-4.40108, 4.91407, -2.81653], [-5.92297, 5.45037, -2.81783], [-3.42570, 5.94419, -2.46086], [-5.38938, 2.45364, -3.31983], [-5.15419, 0.98240, -3.78680], [-6.05942, 2.36864, -2.05226], [-1.01822, 4.40270, -4.57498], [-0.05566, 2.89664, -4.37879], [-0.34036, 3.58100, -5.96632], [-2.04494, 1.61670, -4.57146], [-2.15814, 2.28953, -6.18018], [-4.17975, 2.97434, -5.47727], [-3.27472, 4.43327, -5.12067], [-3.64309, 2.44433, -1.22515], [-2.76607, 1.51975, -2.41622], [-1.49264, 4.15876, -2.34492], [-1.95064, 3.76184, -0.70890], [-1.51444, 0.66390, -0.84814], [0.60156, -0.59831, -0.47831], [2.78565, 0.48788, -0.82065], [2.83823, 2.87832, -1.52656], [0.76311, 4.07533, -1.91556], [-6.38573, 5.16474, -3.77267], [-5.92346, 6.55395, -2.81441], [-6.47936, 5.05567, -1.96007], [-3.00367, 6.13442, -3.31069], [-6.09274, 2.88827, -4.04890], [-5.39451, 0.32790, -2.93685], [-5.87866, 0.73523, -4.57427], [-4.11688, 0.81298, -4.07128], [4.01365, -1.49038, 5.40776], [5.18903, -2.03017, 4.83609], [5.10373, -3.42095, 4.52640], [5.03947, -3.64382, 3.02770], [3.76356, -3.20261, 2.47345], [3.73255, -3.12370, 1.01344], [4.70147, -2.16981, 0.31529], [4.43426, -0.79669, 0.53166], [4.93482, -0.26731, 1.74549], [4.25711, -0.50062, 5.79318], [3.21646, -1.37870, 4.66584], [3.65556, -2.10709, 6.23767], [4.26640, -3.90159, 5.03865], [6.02151, -3.87780, 4.89917], [5.16939, -4.70837, 2.81951], [5.88666, -3.10518, 2.58240], [3.54276, -2.28830, 2.84410], [2.71896, -2.81868, 0.74044], [3.87856, -4.13125, 0.60923], [4.57716, -2.32302, -0.76048], [5.75209, -2.39800, 0.53221], [5.87766, -0.73364, 2.04239], [4.19650, -0.36352, 2.54514], [5.10792, 0.79909, 1.59608], [-4.67250, 6.46561, 0.66553], [-3.63788, 7.27100, 1.21114], [-3.13813, 8.24890, 0.30795], [-3.56551, 9.64546, 0.72431], [-4.99640, 9.85174, 0.52749], [-5.52574, 11.05472, 1.16349], [-5.41472, 11.18244, 2.68314], [-6.22209, 10.27575, 3.41292], [-5.67530, 8.97687, 3.57464], [-4.83532, 5.62590, 1.34116], [-5.61225, 7.02431, 0.58567], [-4.39285, 6.07507, -0.31309], [-3.42435, 8.02805, -0.72411], [-2.04637, 8.19676, 0.36285], [-3.01534, 10.38284, 0.13017], [-3.27498, 9.77327, 1.77626], [-5.49598, 9.05246, 0.89335], [-6.58797, 11.10063, 0.90743], [-5.05181, 11.92811, 0.70186], [-5.78580, 12.17751, 2.94733], [-4.37704, 11.14478, 3.03506], [-4.58670, 8.99517, 3.66250], [-5.97521, 8.32293, 2.75348], [-6.08882, 8.55414, 4.49151], [5.25997, -11.16485, 4.09624], [4.47768, -10.71898, 5.18748], [5.12694, -10.81260, 6.45012], [5.49545, -9.44198, 6.98621], [6.57386, -8.83547, 6.21397], [6.79015, -7.41544, 6.48942], [5.64645, -6.43926, 6.21604], [5.33307, -6.26543, 4.84529], [4.48931, -7.26084, 4.29107], [4.60322, -11.24800, 3.23109], [6.05582, -10.45367, 3.85177], [5.69698, -12.14746, 4.29532], [5.99913, -11.47222, 6.40698], [4.40641, -11.26481, 7.13768], [5.81512, -9.53903, 8.02850], [4.58429, -8.83031, 6.96745], [6.37091, -8.93977, 5.22912], [7.63957, -7.10576, 5.87507], [7.10119, -7.30922, 7.53381], [5.97834, -5.45676, 6.56447], [4.74295, -6.67241, 6.79159], [3.76503, -7.63925, 5.01576], [5.07813, -8.08408, 3.87891], [3.94342, -6.80875, 3.46132], [-0.78118, -4.66778, -7.14193], [-1.19240, -5.03661, -5.84081], [-0.13401, -5.10863, -4.89151], [-0.20116, -3.96725, -3.89394], [0.13262, -2.69192, -4.51349], [-0.18073, -1.51800, -3.69056], [-1.63572, -1.28103, -3.29171], [-2.48450, -0.92503, -4.36268], [-2.97507, -1.99497, -5.14021], [-1.61723, -4.84958, -7.81683], [-0.52387, -3.60552, -7.19844], [0.07072, -5.26844, -7.47530], [0.84389, -5.15186, -5.38184], [-0.27054, -6.04758, -4.34603], [0.50448, -4.16249, -3.07952], [-1.21410, -3.96444, -3.47033], [-0.37051, -2.60949, -5.38645], [0.15016, -0.64391, -4.25699], [0.43230, -1.55608, -2.78592], [-1.64729, -0.41749, -2.62323], [-2.05979, -2.11419, -2.71530], [-3.13706, -2.89887, -4.54620], [-2.30429, -2.20805, -5.97877], [-3.93131, -1.68423, -5.56481]], "forces_ev_per_a": [[0.0, -0.4, 0.1], [0.3, 0.9, -1.3], [-0.2, -0.5, 0.4], [-0.6, -0.3, 0.2], [0.2, 0.5, 0.3], [-0.2, -0.7, 0.7], [-0.5, 0.7, -0.4], [-0.7, 0.2, 0.1], [0.4, -1.3, 0.4], [0.9, 0.3, -0.1], [0.5, 0.5, -0.2], [-0.4, 0.7, -0.1], [-0.2, 0.3, 0.6], [0.8, 0.7, -0.3], [-0.7, -0.1, -0.8], [1.0, -0.8, -0.7], [-0.7, 0.5, 0.6], [-0.2, 0.2, -0.1], [0.1, -0.2, 0.2], [-0.1, 0.3, 0.1], [-0.2, -0.1, 0.1], [-0.1, 0.3, 0.2], [0.0, -0.3, 0.3], [0.0, 0.2, 0.1], [0.3, -0.3, -0.3], [0.1, -0.1, -0.2], [0.0, 0.2, -0.2], [0.1, -0.2, 0.0], [0.0, 0.2, -0.3], [0.1, 0.1, 0.0], [-0.3, 0.1, 0.0], [-0.3, -0.2, 0.1], [0.1, -0.3, 0.1], [0.2, -0.2, 0.0], [-0.2, -0.3, 0.4], [-0.2, -0.2, 0.3], [-0.1, 0.0, -0.3], [0.4, -0.1, 0.3], [-0.1, 0.2, 0.5], [0.2, 0.0, -0.1], [0.4, -0.2, -0.1], [-0.2, -0.1, -0.2], [0.2, 0.1, -0.1], [-0.3, 0.0, 0.1], [0.4, 0.0, -0.1], [-0.2, 0.2, 0.0], [0.2, 0.0, 0.0], [-0.2, 0.1, 0.2], [-0.1, -0.1, -0.3], [0.2, -0.1, 0.1], [-0.2, 0.2, -0.1], [0.0, 0.0, 0.0], [-0.1, -0.1, 0.1], [-0.1, 0.0, 0.0], [-0.1, 0.1, 0.0], [0.0, 0.0, 0.0], [0.0, 0.0, 0.0], [0.1, -0.1, 0.1], [0.0, 0.0, 0.0], [0.0, 0.0, -0.1], [0.1, 0.0, 0.0], [0.0, 0.0, 0.0], [0.0, 0.0, 0.2], [0.0, -0.1, 0.0], [0.1, -0.1, 0.1], [0.0, 0.0, -0.1], [0.0, -0.1, 0.1], [-0.2, 0.0, -0.1], [0.3, 0.1, 0.1], [-0.2, -0.2, 0.0], [0.1, 0.1, 0.2], [-0.1, -0.3, -0.1], [-0.1, 0.3, 0.0], [0.2, 0.0, 0.0], [-0.3, 0.0, 0.1], [0.1, 0.1, 0.1], [0.0, -0.1, -0.1], [-0.1, 0.1, 0.0], [-0.1, 0.0, 0.1], [0.0, 0.0, 0.0], [0.0, 0.0, 0.0], [0.1, 0.0, 0.0], [0.0, -0.1, -0.1], [0.0, 0.1, 0.0], [0.1, 0.0, 0.1], [0.0, 0.0, 0.0], [0.0, -0.2, 0.0], [0.0, 0.0, -0.1], [0.2, -0.1, 0.0], [0.0, 0.1, 0.0], [-0.2, 0.1, 0.0], [0.2, -0.1, -0.1], [-0.3, 0.1, 0.3], [0.1, 0.0, -0.3], [-0.2, 0.1, 0.1], [0.1, -0.2, -0.2], [0.2, 0.2, 0.1], [-0.1, -0.4, 0.2], [0.1, 0.2, -0.3], [0.0, 0.0, 0.0], [0.1, -0.1, 0.0], [0.1, 0.0, 0.0], [0.1, 0.1, -0.1], [0.0, 0.0, 0.0], [0.0, 0.0, 0.0], [-0.1, -0.1, 0.1], [0.0, 0.0, 0.0], [0.0, 0.1, 0.1], [-0.1, 0.0, 0.0], [0.0, 0.0, 0.0], [0.0, -0.1, -0.1], [0.1, -0.1, 0.0], [-0.1, -0.1, 0.1], [0.0, 0.1, 0.1], [-0.2, 0.0, 0.1], [0.2, 0.0, -0.2], [-0.1, -0.1, 0.4], [-0.1, 0.2, -0.3], [-0.1, -0.1, 0.1], [0.0, 0.0, -0.2], [0.1, 0.2, 0.2], [0.0, -0.3, -0.1], [-0.1, 0.3, -0.1], [0.0, 0.0, 0.1], [0.1, 0.0, -0.1], [0.0, 0.0, 0.0], [0.0, 0.1, -0.1], [0.0, 0.0, 0.0], [0.0, 0.0, 0.0], [0.0, -0.1, 0.1], [0.0, 0.0, 0.0], [0.0, 0.1, 0.1], [0.0, 0.0, 0.0], [0.0, -0.1, -0.1], [0.0, -0.1, -0.1], [0.1, 0.0, 0.0], [0.0, -0.2, 0.0], [0.0, 0.0, 0.1]], "mulliken_charge": [-1.226, 0.618, -1.015, 1.299, -0.129, -0.476, 0.073, -0.349, -0.490, -0.126, -0.938, -0.314, -0.004, -1.199, -0.813, -0.040, -1.216, -0.502, 0.229, 0.188, 0.386, -0.820, 0.688, 0.203, 0.494, 0.475, -0.728, 0.092, 0.405, 0.631, 0.441, 0.492, 0.367, 0.356, 0.300, 0.295, 0.277, 0.291, 0.366, 0.374, 0.267, -0.167, -0.702, -0.402, -0.662, -0.007, -0.325, -0.750, -0.656, -0.344, -0.615, 0.256, 0.285, 0.327, 0.404, 0.224, 0.357, 0.112, 0.070, 0.437, 0.373, 0.437, 0.366, 0.315, 0.179, 0.310, -0.285, -0.353, -0.669, -0.174, -0.268, -0.710, -0.469, -0.433, -0.512, 0.294, 0.287, -0.109, 0.227, 0.343, 0.377, 0.157, 0.042, 0.374, 0.393, 0.348, 0.342, 0.275, 0.159, 0.310, -0.700, -0.329, -0.825, -0.139, -0.309, -1.029, -0.409, -0.301, -0.653, 0.236, 0.289, 0.335, 0.403, 0.393, 0.378, 0.149, 0.094, 0.399, 0.436, 0.367, 0.410, 0.339, 0.145, 0.345, -0.686, -0.322, -0.826, -0.145, -0.315, -0.829, 0.494, -0.316, -0.699, 0.235, 0.287, 0.329, 0.417, 0.393, 0.338, 0.175, 0.192, 0.327, 0.285, -0.698, 0.498, 0.363, 0.155, 0.334]}